Below is C25H36N3OSSb2SeSiV as an isolated structure, with properties calculated with ωB97M-V/def2-TZVPD.

```
71
Properties=species:S:1:pos:R:3
Sb -1.026 -0.162 -1.473
Sb 1.092 2.556 -0.397
Se 1.314 1.320 2.886
V 0.308 0.365 1.024
S -4.146 2.027 1.254
Si -0.231 2.718 3.984
O 1.808 -0.498 0.327
N -1.504 1.181 1.215
N -0.440 -1.505 1.464
N -0.582 -3.669 1.625
C -2.633 1.536 1.228
C -2.612 -1.506 -1.030
C -0.621 2.855 -5.487
C 3.242 -3.088 -1.748
C -2.178 1.426 -2.347
C 2.253 2.053 -2.096
C 1.152 -2.795 0.068
C 2.320 4.063 0.447
C 0.102 3.934 -4.997
C 0.095 4.196 -3.638
C 2.399 -4.166 -1.486
C -1.364 2.318 -3.239
C -1.466 -1.807 2.338
C -0.231 -1.074 -3.224
C -1.348 2.067 -4.611
C 3.038 -1.873 -1.126
C 1.987 -1.702 -0.221
C 1.369 -4.015 -0.583
C 0.077 -2.650 1.038
C -0.619 3.398 -2.744
C -0.516 3.693 -1.279
C -1.632 1.660 4.594
C -1.560 -3.153 2.449
C -0.751 4.097 2.845
C 0.764 3.380 5.407
H 3.683 -1.026 -1.321
H 2.607 4.758 -0.342
H -1.934 1.240 -4.997
H 0.660 4.571 -5.670
H -1.050 -1.458 -3.832
H 3.068 1.409 -1.772
H 1.107 2.578 6.062
H -2.974 0.943 -2.915
H -1.104 3.737 1.879
H 0.708 -4.853 -0.395
H -2.214 -3.779 3.028
H -3.221 -1.085 -0.232
H -2.223 2.236 5.312
H -2.048 -1.036 2.812
H 1.638 1.530 -2.826
H 0.652 5.044 -3.255
H -0.266 4.740 -1.108
H 3.208 3.597 0.870
H 0.431 -1.891 -2.939
H 0.063 4.808 2.697
H -1.576 4.641 3.314
H 0.148 4.060 6.002
H -1.251 0.779 5.115
H 2.550 -5.114 -1.984
H -0.358 -4.643 1.518
H 1.638 3.932 5.059
H 0.327 -0.338 -3.801
H 1.786 4.594 1.230
H 2.648 2.960 -2.549
H 4.058 -3.199 -2.450
H -2.212 -2.468 -0.714
H -2.650 1.961 -1.523
H -2.301 1.343 3.795
H -1.422 3.462 -0.721
H -0.633 2.639 -6.547
H -3.222 -1.641 -1.922
```

Values from the calculation:
Orbital gap (alpha / beta), Ha: 0.2270 / 0.2836
Electronic energy, eV: -155847.414
Charge: +1
Multiplicity: 2
F_max, hartree/bohr: 0.0060
HOMO (alpha / beta), eV: -10.76 / -10.86
Expectation value of S²: 1.00
E_LUMO (alpha / beta), eV: -4.6 / -3.1

Below is C25H36O4Rb as an isolated structure at a distorted geometry, with properties calculated with ωB97M-V/def2-TZVPD.

```
66
Properties=species:S:1:pos:R:3
Rb -0.731 -0.023 0.491
O -2.321 2.574 -0.199
O 1.513 -0.568 -0.711
O -3.186 0.330 0.858
O -3.935 -0.485 -1.094
C -3.034 1.713 -1.112
C -3.440 0.393 -0.372
C 3.001 -1.256 -4.505
C -2.960 -1.730 3.672
C -1.231 2.962 3.596
C -4.318 2.388 -1.573
C 1.580 -1.951 -2.651
C 3.024 0.010 -2.437
C 3.595 1.162 -1.636
C 0.723 -3.415 -0.719
C -0.493 -1.251 3.883
C 2.558 2.251 -1.352
C 0.325 0.994 3.836
C 3.475 -0.207 -3.728
C -0.895 -2.432 -2.368
C 0.589 -0.372 3.894
C 2.018 -0.835 -1.870
C -1.802 -0.782 3.792
C 0.535 -2.942 -2.162
C -2.129 1.399 -2.304
C -2.027 0.587 3.732
C 2.005 -0.878 3.898
C -0.973 1.490 3.746
C 2.067 -2.113 -3.941
C 4.260 0.705 -0.338
H -1.998 2.286 -2.932
H -1.287 3.233 2.539
H -4.901 1.704 -2.186
H 1.695 -2.953 -4.523
H -2.382 3.470 -0.549
H 4.669 1.562 0.205
H 3.009 3.089 -0.812
H -2.728 -2.704 4.104
H -3.220 -1.865 2.620
H 2.126 2.637 -2.278
H -4.914 2.677 -0.706
H -1.029 -2.017 -3.368
H -0.057 -4.131 -0.447
H -0.439 3.556 4.055
H -2.577 0.600 -2.891
H 1.694 -3.896 -0.580
H -1.629 -3.230 -2.224
H 2.685 -0.153 4.345
H -4.094 3.282 -2.168
H -1.171 -1.640 -1.665
H 5.076 0.008 -0.541
H -2.182 3.245 4.047
H 1.747 1.844 -0.748
H 2.092 -1.814 4.452
H 0.693 -2.558 -0.051
H -3.848 -1.334 4.166
H 0.650 -3.827 -2.800
H 1.158 1.691 3.828
H 4.225 0.470 -4.131
H -1.123 1.089 -2.000
H -3.041 0.950 3.619
H 4.376 1.611 -2.265
H -0.305 -2.321 3.901
H 3.353 -1.407 -5.518
H 3.532 0.199 0.295
H 2.353 -1.067 2.880
```

Values from the calculation:
Orbital gap, Ha: 0.2162
Electronic energy, eV: -35358.588
Charge: -1
Multiplicity: 1
F_max, hartree/bohr: 0.0229
HOMO, eV: -3.73
E_LUMO, eV: 2.2

Below is C25H37ClN2O2RuSi as an isolated structure at a distorted geometry, with properties calculated with ωB97M-V/def2-TZVPD.

```
69
Properties=species:S:1:pos:R:3
Ru -0.025 0.025 0.030
Cl -0.197 0.583 -2.198
Si -3.006 2.304 3.242
O -2.212 -3.217 -1.506
O 3.249 2.601 -0.531
N 1.334 1.638 0.072
N -1.520 -1.384 -0.451
C 1.006 3.087 0.066
C -4.661 2.757 2.499
C -3.200 0.279 -1.176
C 2.638 1.521 -0.045
C -1.992 1.491 1.938
C 5.185 -1.258 -1.415
C 2.102 -3.453 -1.427
C 3.359 -2.911 -1.691
C -2.965 -1.123 -0.681
C -0.323 3.346 -0.595
C 1.607 -1.502 -0.050
C 1.806 -4.827 -1.952
C -3.313 -2.242 -1.640
C 2.230 3.665 -0.614
C -3.306 1.188 4.695
C 3.399 0.297 0.344
C 1.202 -2.769 -0.605
C -2.211 3.867 3.909
C -1.165 0.859 1.214
C 2.913 -0.959 -0.330
C 0.804 3.568 1.504
C -3.717 -1.181 0.650
C -0.108 -3.401 -0.224
C 3.770 -1.688 -1.162
C -1.291 -2.647 -0.731
H 4.025 -3.433 -2.397
H -2.928 4.294 4.623
H 5.259 -0.286 -1.911
H 2.643 -5.172 -2.568
H -0.356 2.941 -1.605
H 5.671 -1.977 -2.081
H -4.599 3.446 1.650
H -0.218 -3.352 0.885
H -4.266 0.405 -1.380
H -4.269 -2.762 -1.420
H -2.399 0.911 5.239
H 4.474 0.465 0.177
H -3.307 -0.389 1.299
H -3.950 1.739 5.385
H -1.270 3.706 4.447
H 1.676 -5.573 -1.155
H -5.253 3.247 3.280
H -1.094 2.871 0.027
H -0.172 -4.451 -0.542
H 0.921 -4.862 -2.593
H -3.633 -2.153 1.158
H -1.993 4.636 3.157
H 2.056 3.858 -1.686
H 5.793 -1.218 -0.500
H -3.311 -1.897 -2.689
H 0.937 -1.068 0.994
H 3.219 0.208 1.441
H -4.782 -0.970 0.480
H -2.905 0.965 -0.372
H -5.243 1.902 2.137
H -0.048 3.009 1.926
H 1.689 3.430 2.143
H -0.498 4.425 -0.620
H 2.641 4.577 -0.133
H 0.546 4.637 1.501
H -2.626 0.492 -2.076
H -3.803 0.245 4.453
```

Values from the calculation:
Orbital gap (alpha / beta), Ha: 0.1066 / 0.2490
Electronic energy, eV: -56579.007
Charge: -1
Multiplicity: 6
F_max, hartree/bohr: 0.1365
HOMO (alpha / beta), eV: -0.11 / -4.30
Expectation value of S²: 8.80
E_LUMO (alpha / beta), eV: 2.8 / 2.5